1.
C6H10O | ωB97M-V/def2-TZVPD

SMILES string: C[C@H]1CC=C[C@H]1O

Geometry (Å):
C1 1.6991 -0.5148 -0.4704
C2 0.6175 -0.0155 0.4896
C3 0.1681 1.4285 0.1852
C4 -1.0784 1.2460 -0.6575
C5 -1.5304 -0.0030 -0.6137
C6 -0.7173 -0.7543 0.3880
O1 -0.6438 -2.1606 0.2608
H1 1.4249 -0.3303 -1.5149
H2 2.6422 0.0113 -0.2728
H3 1.8745 -1.5885 -0.3497
H4 0.9762 -0.1383 1.5170
H5 0.9402 2.0070 -0.3323
H6 -0.0800 1.9671 1.1103
H7 -1.5601 2.0670 -1.1733
H8 -2.4131 -0.4190 -1.0921
H9 -1.2450 -0.6465 1.4069
H10 -1.0747 -2.1559 1.1188

2.
C6H10O | ωB97M-V/def2-TZVPD

Geometry (Å):
C1 -0.7003 1.3637 -1.4195
C2 -0.1824 0.4287 -0.3565
C3 -0.7715 0.3300 1.0630
C4 0.7006 -0.0162 1.3265
C5 0.8930 -1.3868 0.6501
C6 0.2210 -1.0162 -0.7013
O1 1.0578 0.8919 0.2457
H1 -0.5335 0.9687 -2.4250
H2 -0.1800 2.3227 -1.3164
H3 -1.7709 1.5313 -1.2913
H4 -1.5402 -0.4207 1.2768
H5 -1.0309 1.3242 1.4417
H6 1.1910 0.1724 2.2904
H7 0.3931 -2.2055 1.1839
H8 1.9569 -1.6198 0.5359
H9 0.9235 -1.0220 -1.5415
H10 -0.6274 -1.6462 -0.9624

3.
C6H10O | ωB97M-V/def2-TZVPD

SMILES string: C=CC=O.C=CC

Geometry (Å):
C1 -2.0351 0.4858 -0.3809
C2 -1.6531 -0.6548 -0.9525
C3 -1.2727 -1.8064 -0.1039
O1 -0.9459 -2.8901 -0.5301
H1 -2.3857 1.3436 -0.9470
H2 -2.0079 0.5901 0.7033
H3 -1.6309 -0.8047 -2.0295
H4 -1.3430 -1.6088 0.9879
C4 1.6383 -0.6450 0.9258
C5 1.5148 0.2295 -0.0690
C6 1.2929 1.7028 0.1021
H5 1.8061 -1.7020 0.7370
H6 1.5768 -0.3334 1.9674
H7 1.5815 -0.1289 -1.0971
H8 2.1292 2.2737 -0.3194
H9 1.1932 1.9723 1.1588
H10 0.3861 2.0278 -0.4245

Record order is preserved below.
Energy: -8430.2483 -8430.4868 -8429.8298 eV
Record order is preserved below.
Kohn-Sham gap: 10.156 10.652 10.058 eV
Record order is preserved below.
Highest occupied orbital energy: -9.30 -9.58 -9.70 eV